Entry 1:
{
  "formula": "C4H12NO4S",
  "method": "wB97M-V/def2-TZVPD",
  "symbols": ["C", "N", "C", "C", "S", "C", "O", "O", "H", "H", "H", "H", "H", "H", "H", "H", "H", "H", "O", "H", "H", "O"],
  "xyz": [[1.5722, -0.0006, 1.6609], [0.4619, -0.5486, 0.9719], [-0.4265, 0.4067, 0.3905], [-1.6772, -0.2389, -0.1197], [-2.9511, 1.0175, -0.1571], [0.3023, 1.2755, -0.7474], [0.1176, 0.7366, -1.8297], [0.6342, 2.4115, -0.3448], [1.4461, -0.1912, 2.7486], [1.6110, 1.1120, 1.5519], [2.5541, -0.2279, 1.4380], [0.6885, -1.1776, 0.1682], [-0.7091, 1.2180, 1.0994], [-1.4434, -0.7338, -1.0714], [-2.0898, -1.0158, 0.6010], [-2.3053, 1.8741, -1.0621], [-0.4772, -3.7869, 1.2423], [-1.4748, -2.7067, 1.8147], [-1.1451, -3.5590, 1.9111], [2.5823, 1.5305, -3.3830], [0.9987, 1.3084, -3.1289], [1.7305, 1.2961, -3.7545]],
  "lowdin_charge": [-0.15, -0.10, -0.44, -0.57, 0.69, -0.69, -0.04, -0.04, 0.08, 0.09, 0.04, 0.13, 0.12, 0.08, 0.07, -0.08, 0.05, -0.04, -0.05, 0.01, -0.04, -0.10],
  "homo_lumo_gap_ev": 7.34,
  "e_above_lowest_ev": 1.488,
  "total_energy_ev": -24858.986,
  "total_charge": -1
}


Entry 2:
{
  "formula": "C37H35IrN4Sb",
  "method": "wB97M-V/def2-TZVPD",
  "symbols": ["Ir", "C", "C", "C", "C", "C", "C", "C", "N", "N", "C", "C", "C", "C", "C", "C", "N", "C", "C", "C", "C", "C", "C", "N", "H", "H", "H", "H", "H", "H", "H", "H", "H", "H", "H", "H", "H", "H", "H", "H", "H", "H", "H", "H", "C", "C", "C", "C", "C", "C", "Sb", "C", "C", "C", "C", "C", "C", "C", "C", "C", "C", "C", "C", "H", "H", "H", "H", "H", "H", "H", "H", "H", "H", "H", "H", "H", "H", "H"],
  "xyz": [[0.7291, -0.0413, -1.0013], [-0.4329, -0.1829, -3.8186], [0.7029, 0.7234, -4.2343], [2.0386, 0.2571, -3.7731], [3.1060, 0.1320, -4.6500], [4.3604, -0.2040, -4.1673], [4.5337, -0.3996, -2.8022], [3.4327, -0.2799, -1.9846], [2.2204, 0.0334, -2.4650], [-0.9355, 0.0364, -2.4332], [-1.7982, -1.1058, -2.0488], [-0.9772, -2.3143, -1.7175], [-1.5202, -3.5787, -1.6183], [-0.6847, -4.6476, -1.3299], [0.6804, -4.4270, -1.1971], [1.1497, -3.1347, -1.2918], [0.3286, -2.0927, -1.5208], [-1.6155, 1.3470, -2.2824], [-0.7237, 2.4192, -1.7318], [-1.1538, 3.7299, -1.6416], [-0.3026, 4.6828, -1.1092], [0.9762, 4.3083, -0.7109], [1.3405, 2.9863, -0.8331], [0.4935, 2.0553, -1.3178], [-0.1266, -1.2249, -3.9032], [-1.2640, -0.0284, -4.5125], [0.5472, 1.7454, -3.8811], [0.7040, 0.7788, -5.3217], [2.9529, 0.3071, -5.7060], [5.1983, -0.3032, -4.8450], [5.4980, -0.6426, -2.3797], [3.5087, -0.4253, -0.9106], [-2.4873, -1.3422, -2.8646], [-2.3975, -0.8292, -1.1795], [-2.5800, -3.7299, -1.7780], [-1.0937, -5.6441, -1.2252], [1.3676, -5.2426, -1.0209], [2.2052, -2.9118, -1.2089], [-2.4605, 1.2473, -1.5971], [-2.0178, 1.6684, -3.2463], [-2.1437, 3.9961, -1.9889], [-0.6289, 5.7101, -1.0112], [1.6776, 5.0309, -0.3186], [2.3337, 2.6503, -0.5679], [-1.8332, -4.0773, 3.4375], [-0.8919, -4.2212, 2.4287], [-0.2619, -3.1009, 1.8998], [-0.5924, -1.8433, 2.3817], [-1.5226, -1.6900, 3.4084], [-2.1350, -2.8168, 3.9391], [0.3008, -0.0622, 1.6638], [-1.4473, 1.1327, 1.4341], [-2.6583, 0.4941, 1.1573], [-3.8050, 1.2479, 0.9371], [-3.7446, 2.6357, 0.9908], [-2.5435, 3.2695, 1.2876], [-1.3887, 2.5240, 1.4850], [1.2456, 0.6852, 3.4007], [2.4606, 0.1408, 3.8014], [2.9408, 0.4422, 5.0675], [2.2251, 1.2939, 5.8995], [1.0113, 1.8244, 5.4860], [0.5169, 1.5404, 4.2185], [-2.3304, -4.9488, 3.8415], [-0.6403, -5.2059, 2.0553], [0.4885, -3.2247, 1.1334], [-1.7737, -0.7098, 3.7970], [-2.8492, -2.7026, 4.7436], [-2.7164, -0.5893, 1.1576], [-4.7468, 0.7520, 0.7386], [-4.6361, 3.2225, 0.8125], [-2.5090, 4.3483, 1.3741], [-0.4548, 3.0317, 1.7017], [3.0354, -0.5087, 3.1525], [3.8791, 0.0172, 5.3974], [2.6235, 1.5587, 6.8694], [0.4371, 2.4599, 6.1468], [-0.4250, 1.9678, 3.9017]],
  "lowdin_charge": [1.17, -0.13, -0.08, -0.24, 0.04, 0.02, 0.00, -0.11, -0.05, -0.21, -0.08, -0.26, 0.04, 0.01, -0.01, -0.10, -0.07, -0.06, -0.27, 0.01, 0.01, 0.00, -0.09, -0.07, 0.14, 0.15, 0.13, 0.14, 0.14, 0.14, 0.13, 0.12, 0.16, 0.12, 0.14, 0.14, 0.14, 0.12, 0.13, 0.16, 0.15, 0.14, 0.13, 0.12, -0.04, -0.06, -0.14, -0.38, -0.12, -0.04, 1.48, -0.40, -0.15, -0.06, -0.04, -0.06, -0.15, -0.38, -0.13, -0.05, -0.03, -0.04, -0.12, 0.12, 0.11, 0.07, 0.11, 0.12, 0.10, 0.12, 0.12, 0.12, 0.11, 0.10, 0.12, 0.12, 0.12, 0.09],
  "homo_lumo_gap_ev": [5.63, 5.63],
  "e_above_lowest_ev": 1.667,
  "total_energy_ev": -54248.735,
  "total_charge": 3
}


Entry 3:
{
  "formula": "C7H11ClO2S",
  "method": "wB97M-V/def2-TZVPD",
  "symbols": ["O", "C", "O", "C", "Cl", "C", "C", "C", "C", "C", "S", "H", "H", "H", "H", "H", "H", "H", "H", "H", "H", "H"],
  "xyz": [[-1.0604, -0.3421, -2.0988], [-1.2259, 0.2880, -1.0985], [-2.2268, 1.2154, -0.9806], [-2.1259, 1.7818, 0.3405], [-3.6323, 2.5228, 0.8251], [-1.6439, 0.6035, 1.1738], [-0.5189, 0.1371, 0.2335], [0.0429, -1.2611, 0.4729], [1.3100, -1.6346, -0.3201], [2.4426, -0.5994, -0.3533], [2.2027, 0.6471, -1.6617], [-1.3574, 2.5619, 0.2955], [-1.3706, 0.8849, 2.1911], [-2.4512, -0.1370, 1.1922], [0.2870, 0.8700, 0.3505], [-0.7391, -1.9849, 0.2095], [0.2432, -1.3816, 1.5440], [1.7360, -2.5202, 0.1696], [1.0472, -1.9476, -1.3355], [3.3818, -1.1197, -0.5615], [2.5561, -0.1138, 0.6231], [3.1030, 1.5297, -1.2112]],
  "lowdin_charge": [0.14, -0.46, 0.00, -0.73, 0.69, -0.13, -0.26, -0.15, -0.26, -0.55, 0.73, 0.12, 0.13, 0.13, 0.13, 0.13, 0.12, 0.11, 0.11, 0.06, 0.08, -0.15],
  "homo_lumo_gap_ev": 9.72,
  "e_above_lowest_ev": 0.000,
  "total_energy_ev": -34890.407,
  "smiles": "O=C1O[C@@H](Cl)C[C@H]1CCCS"
}


Entry 4:
{
  "formula": "C19H34ClFGaO",
  "method": "wB97M-V/def2-TZVPD",
  "symbols": ["C", "C", "C", "C", "C", "Ga", "Cl", "C", "C", "C", "C", "C", "O", "C", "C", "C", "F", "H", "H", "H", "H", "H", "H", "H", "H", "H", "H", "H", "H", "H", "H", "H", "H", "H", "H", "H", "H", "H", "H", "H", "H", "H", "H", "H", "H", "C", "C", "C", "C", "C", "C", "H", "H", "H", "H", "H", "H"],
  "xyz": [[-4.6538, 2.3253, -0.6974], [-3.2350, 2.1342, -1.2162], [-3.1410, 2.1822, -2.7372], [-1.7408, 1.8320, -3.2723], [-1.7045, 0.6438, -4.2573], [-1.1637, -1.1075, -3.4345], [-0.9386, -2.6265, -5.1592], [0.6025, -1.1073, -2.4700], [0.6024, -0.2541, -1.1826], [1.2026, -0.9205, 0.0740], [0.3004, -0.9060, 1.3088], [-0.1491, 0.4865, 1.7207], [0.9698, 1.2983, 2.0728], [1.2612, 2.3817, 1.2174], [-2.6493, -1.9213, -2.2998], [-2.2372, -2.5824, -0.9853], [-3.6565, -0.9323, -1.9736], [-5.2868, 1.4953, -1.0221], [-5.0953, 3.2500, -1.0823], [-4.6901, 2.3680, 0.3939], [-2.8465, 1.1687, -0.8759], [-2.5853, 2.9130, -0.7940], [-3.4361, 3.1854, -3.0702], [-3.8735, 1.4829, -3.1524], [-1.2925, 2.7158, -3.7410], [-1.1121, 1.6278, -2.3961], [-2.6927, 0.5025, -4.7094], [-1.0232, 0.8618, -5.0860], [0.8637, -2.1463, -2.2358], [1.3818, -0.7602, -3.1557], [-0.4199, 0.0681, -0.9419], [1.1482, 0.6751, -1.3783], [1.4540, -1.9593, -0.1614], [2.1469, -0.4332, 0.3437], [-0.5887, -1.5217, 1.1357], [0.8342, -1.3461, 2.1593], [-0.7047, 0.9701, 0.9105], [-0.8123, 0.4334, 2.5900], [0.3907, 2.6572, 0.6137], [2.0838, 2.1348, 0.5362], [1.5537, 3.2413, 1.8253], [-3.1824, -2.6425, -2.9269], [-1.1565, -2.7418, -0.9278], [-2.7281, -3.5455, -0.8104], [-2.5138, -1.9194, -0.1606], [5.6018, -1.9251, 4.7228], [4.9624, -2.2221, 3.5268], [3.9046, -1.4360, 3.0899], [3.4825, -0.3502, 3.8468], [4.1240, -0.0559, 5.0432], [5.1820, -0.8411, 5.4817], [6.4269, -2.5384, 5.0635], [5.2888, -3.0672, 2.9336], [3.4049, -1.6663, 2.1575], [2.6603, 0.2602, 3.4949], [3.7964, 0.7897, 5.6354], [5.6796, -0.6091, 6.4154]],
  "lowdin_charge": [-0.12, -0.29, -0.24, -0.28, -0.26, 0.17, -0.02, -0.26, -0.28, -0.21, -0.18, -0.22, -0.21, -0.11, -0.37, -0.11, -0.16, 0.07, 0.06, 0.06, 0.09, 0.10, 0.10, 0.10, 0.09, 0.07, 0.04, 0.04, 0.04, 0.04, 0.07, 0.10, 0.10, 0.09, 0.10, 0.10, 0.10, 0.12, 0.08, 0.08, 0.08, 0.07, 0.05, 0.06, 0.06, -0.11, -0.10, -0.08, -0.08, -0.10, -0.11, 0.09, 0.10, 0.09, 0.09, 0.10, 0.09],
  "homo_lumo_gap_ev": 7.52,
  "total_energy_ev": -89920.262,
  "total_charge": -1
}


Entry 5:
{
  "formula": "C5H8O",
  "method": "wB97M-V/def2-TZVPD",
  "symbols": ["C", "C", "C", "C", "O", "C", "H", "H", "H", "H", "H", "H", "H", "H"],
  "xyz": [[1.5482, 0.0820, -0.4335], [0.6043, 0.2463, 0.7365], [-0.7564, 0.8478, 0.4233], [-1.4499, -0.2227, -0.4536], [-0.5089, -1.2586, -0.7310], [0.6654, -1.0496, -0.0010], [1.2914, 0.5850, -1.3635], [2.6128, 0.0178, -0.2232], [1.0142, 0.3523, 1.7370], [-0.6671, 1.8041, -0.1047], [-1.3208, 1.0306, 1.3433], [-1.7992, 0.1881, -1.4072], [-2.3162, -0.6623, 0.0586], [1.0824, -1.9607, 0.4190]],
  "lowdin_charge": [-0.05, -0.22, -0.12, -0.17, -0.09, -0.29, 0.12, 0.10, 0.13, 0.11, 0.11, 0.12, 0.12, 0.15],
  "homo_lumo_gap_ev": 10.26,
  "e_above_lowest_ev": 1.462,
  "total_energy_ev": -7360.793,
  "smiles": "C1C[C@@H]2C[C@@H]2O1"
}


Question: Which formula does entry 4 have?
Answer: C19H34ClFGaO